Record 1
{
  "formula": "CHF2OS2",
  "method": "ωB97M-V/def2-TZVPD",
  "molar_mass_g_mol": 131.148,
  "homo_lumo_gap_ev": 7.420,
  "max_force_ev_per_a": 2.09,
  "charge": -1,
  "homo_energy_ev": -3.570,
  "elements": ["C", "O", "F", "F", "S", "S", "H"],
  "xyz": [[1.249, 0.280, 0.112], [0.349, 2.747, 0.956], [0.042, -0.304, 0.390], [1.967, 0.158, 1.285], [-0.571, 1.751, -1.707], [0.918, 2.203, -0.335], [1.857, -0.302, -0.667]]
}


Record 2
{
  "formula": "CHF2P",
  "method": "ωB97M-V/def2-TZVPD",
  "molar_mass_g_mol": 81.989,
  "homo_lumo_gap_ev": 10.426,
  "max_force_ev_per_a": 3.59,
  "smiles": "FC#P.F",
  "homo_energy_ev": -9.997,
  "elements": ["F", "C", "P", "F", "H"],
  "xyz": [[-0.318, -1.195, 0.144], [-0.878, -0.078, -0.137], [-1.868, 1.042, -0.547], [1.557, 0.573, 0.476], [1.507, -0.342, 0.064]]
}


Record 3
{
  "formula": "CHF3N2S",
  "method": "ωB97M-V/def2-TZVPD",
  "molar_mass_g_mol": 130.094,
  "homo_lumo_gap_ev": 11.099,
  "max_force_ev_per_a": 2.30,
  "smiles": "FC(F)(F)S.N#N",
  "homo_energy_ev": -10.506,
  "elements": ["F", "C", "F", "F", "S", "H", "N", "N"],
  "xyz": [[-0.601, 2.858, 0.417], [0.071, 1.752, 0.151], [-0.510, 1.207, -0.864], [1.356, 2.102, -0.217], [0.132, 0.634, 1.587], [-0.260, -0.384, 0.665], [3.891, 0.063, -0.171], [3.611, -0.201, -1.191]]
}


Record 4
{
  "formula": "CHF3N3",
  "method": "ωB97M-V/def2-TZVPD",
  "molar_mass_g_mol": 112.034,
  "homo_lumo_gap_ev": [9.437, 9.441],
  "max_force_ev_per_a": 6.95,
  "charge": 1,
  "homo_energy_ev": [-17.105, -17.105],
  "elements": ["C", "N", "N", "N", "F", "F", "F", "H"],
  "xyz": [[1.417, -0.572, 0.083], [0.683, -1.480, -0.316], [0.127, -0.363, 0.533], [-0.874, 0.405, 0.113], [2.500, 0.093, -0.002], [-0.977, 1.568, 0.606], [-0.891, 0.686, -1.548], [-1.985, -0.337, 0.532]]
}